{
  "formula": "C12H18BrN2OS",
  "method": "the ωB97M-V functional and the def2-TZVPD basis",
  "species": ["H", "N", "C", "N", "S", "C", "C", "C", "C", "Br", "C", "C", "C", "O", "C", "C", "C", "C", "H", "H", "H", "H", "H", "H", "H", "H", "H", "H", "H", "H", "H", "H", "H", "H", "H"],
  "coordinates": [[-3.45, -2.24, -0.75], [-2.63, -2.76, -0.47], [-1.54, -2.56, -1.01], [-0.41, -3.37, -0.49], [-0.91, -1.40, -2.19], [-1.66, 0.12, -1.51], [-1.69, 0.20, -0.01], [-2.79, 0.80, 0.58], [-2.88, 0.97, 1.95], [-4.41, 1.80, 2.70], [-1.86, 0.51, 2.77], [-0.76, -0.11, 2.21], [-0.67, -0.27, 0.83], [0.42, -0.96, 0.30], [1.70, -0.32, 0.44], [1.84, 0.88, -0.49], [3.23, 1.50, -0.39], [3.38, 2.68, -1.34], [-0.76, -4.07, 0.17], [0.14, -3.81, -1.24], [0.19, -2.63, -0.01], [-2.67, 0.23, -1.92], [-1.04, 0.91, -1.92], [-3.60, 1.17, -0.05], [-1.92, 0.64, 3.84], [0.03, -0.48, 2.84], [2.43, -1.09, 0.18], [1.86, -0.02, 1.48], [1.09, 1.62, -0.23], [1.66, 0.55, -1.52], [3.41, 1.83, 0.63], [3.98, 0.75, -0.63], [2.65, 3.46, -1.11], [3.23, 2.37, -2.37], [4.37, 3.11, -1.26]],
  "e_tot_ev": -98634.66062,
  "smiles": "[H]/N=C(/[NH3+])SCc1cc(Br)ccc1OCCCC",
  "homo_energy_ev": -11.9938,
  "max_force_ev_per_a": 0.8,
  "homo_lumo_gap_ev": 8.7,
  "total_charge": 1,
  "e_lumo_ev": -3.276
}

{
  "formula": "C12H18Cl2N2O2S",
  "method": "the ωB97M-V functional and the def2-TZVPD basis",
  "species": ["C", "C", "C", "N", "S", "O", "O", "C", "C", "C", "Cl", "C", "C", "C", "Cl", "C", "N", "C", "C", "H", "H", "H", "H", "H", "H", "H", "H", "H", "H", "H", "H", "H", "H", "H", "H", "H", "H"],
  "coordinates": [[1.48, -2.86, 1.49], [0.23, -2.17, 0.39], [0.93, -1.03, -0.34], [-0.06, -0.55, -1.21], [0.51, 0.30, -2.61], [-0.56, 0.58, -3.47], [1.65, -0.17, -3.04], [1.07, 1.78, -1.55], [2.33, 2.24, -1.62], [2.35, 3.46, -0.94], [4.21, 3.93, -0.60], [1.58, 4.09, -0.13], [0.19, 3.72, -0.39], [-0.10, 2.69, -0.86], [-1.90, 2.14, -1.02], [-0.71, -1.70, 1.50], [-1.95, -0.92, 0.75], [-2.40, -0.19, 1.60], [-2.72, -2.02, 0.13], [2.16, -3.41, 0.78], [1.09, -3.79, 2.07], [1.93, -2.11, 1.99], [0.08, -3.15, -0.28], [1.91, -1.58, -0.86], [1.40, -0.22, 0.40], [-0.76, -0.45, -0.75], [2.96, 1.66, -2.11], [1.80, 4.88, 0.33], [-0.60, 4.39, 0.28], [-0.06, -0.97, 2.15], [-1.04, -2.47, 2.03], [-3.28, 0.50, 1.10], [-1.86, 0.74, 1.98], [-2.86, -0.60, 2.47], [-2.17, -2.74, -0.38], [-3.59, -1.44, -0.34], [-3.21, -2.56, 1.05]],
  "e_tot_ev": -55679.04458,
  "smiles": "C[C@H](CNS(=O)(=O)c1cc(Cl)ccc1Cl)CN(C)C",
  "homo_energy_ev": -8.8954,
  "max_force_ev_per_a": 17.5,
  "homo_lumo_gap_ev": 8.9,
  "e_lumo_ev": -0.006
}

{
  "formula": "C12H18Cl4F12N2O10S4Zn",
  "method": "the ωB97M-V functional and the def2-TZVPD basis",
  "species": ["Zn", "C", "F", "F", "F", "S", "O", "O", "N", "S", "O", "O", "C", "F", "F", "F", "C", "F", "F", "F", "S", "O", "O", "N", "S", "O", "O", "C", "F", "F", "F", "C", "O", "C", "C", "O", "C", "H", "H", "H", "H", "H", "H", "H", "H", "H", "H", "Cl", "C", "C", "Cl", "H", "H", "H", "H", "Cl", "C", "C", "Cl", "H", "H", "H", "H"],
  "coordinates": [[1.06, -3.32, -26.49], [0.24, -7.08, -25.10], [1.27, -7.86, -25.42], [-0.84, -7.85, -24.65], [0.74, -6.27, -24.13], [-0.27, -5.90, -26.64], [-0.98, -6.65, -27.65], [-0.83, -4.72, -26.07], [1.29, -5.15, -27.05], [2.01, -6.08, -28.09], [1.47, -7.43, -28.31], [2.29, -5.44, -29.38], [3.76, -6.37, -27.15], [4.51, -5.29, -27.25], [3.57, -6.53, -25.83], [4.41, -7.36, -27.69], [4.30, -1.32, -27.95], [4.27, -1.69, -29.20], [4.74, -2.33, -27.22], [5.13, -0.29, -27.79], [2.51, -0.67, -27.40], [2.41, -0.77, -25.97], [2.37, 0.64, -27.97], [1.51, -2.08, -27.86], [0.98, -1.53, -29.33], [-0.01, -0.42, -29.22], [2.06, -1.20, -30.28], [-0.01, -2.92, -30.28], [0.80, -3.54, -31.22], [-0.39, -3.79, -29.32], [-1.12, -2.51, -30.99], [-1.46, -1.60, -25.89], [-0.25, -2.15, -25.41], [-0.33, -2.50, -24.06], [1.11, -2.66, -23.62], [1.85, -3.30, -24.71], [3.18, -3.63, -24.36], [-1.85, -0.75, -25.32], [-2.32, -2.27, -25.85], [-1.44, -1.29, -26.93], [-0.92, -3.40, -23.88], [-0.83, -1.72, -23.49], [1.30, -3.18, -22.68], [1.58, -1.71, -23.36], [3.07, -4.59, -23.86], [3.77, -2.92, -23.78], [3.73, -3.71, -25.30], [4.58, 1.81, -24.59], [4.68, 1.31, -22.92], [3.85, 0.04, -22.63], [4.55, -0.71, -21.14], [4.35, 2.19, -22.36], [5.74, 1.06, -22.82], [3.94, -0.81, -23.31], [2.78, 0.23, -22.53], [-4.18, -3.21, -30.23], [-4.42, -3.78, -28.56], [-5.48, -2.92, -27.99], [-4.84, -1.29, -27.69], [-3.54, -3.67, -27.93], [-4.78, -4.81, -28.54], [-5.81, -3.38, -27.06], [-6.35, -2.87, -28.65]],
  "e_tot_ev": -210644.23653,
  "homo_energy_ev": -10.4988,
  "max_force_ev_per_a": 6.7,
  "homo_lumo_gap_ev": 10.1,
  "e_lumo_ev": -0.369
}

{
  "formula": "C12H18CuO14S2",
  "method": "the ωB97M-V functional and the def2-TZVPD basis",
  "species": ["Cu", "S", "O", "O", "O", "O", "S", "O", "O", "O", "O", "O", "C", "O", "C", "C", "C", "H", "H", "H", "H", "H", "H", "O", "C", "O", "C", "C", "C", "H", "H", "H", "H", "H", "H", "O", "C", "O", "C", "C", "C", "H", "H", "H", "H", "H", "H"],
  "coordinates": [[0.89, -0.61, -0.15], [0.42, -2.66, 1.65], [-0.38, -3.87, 1.81], [1.20, -2.72, 0.39], [-0.42, -1.41, 1.37], [1.25, -2.41, 2.83], [3.38, -0.26, -1.22], [3.78, -1.52, -1.84], [2.01, 0.16, -1.74], [3.02, -0.47, 0.22], [4.36, 0.81, -1.38], [-0.17, -1.91, -1.88], [-0.02, -2.01, -3.05], [-1.02, -2.42, -3.90], [-0.47, -2.66, -5.20], [0.79, -1.81, -5.28], [1.25, -1.80, -3.83], [-1.22, -2.43, -5.97], [-0.29, -3.74, -5.29], [0.59, -0.81, -5.65], [1.51, -2.26, -5.97], [1.77, -0.89, -3.53], [1.97, -2.57, -3.53], [0.77, 1.13, 1.32], [0.68, 1.42, 2.47], [0.25, 2.65, 2.90], [0.29, 2.65, 4.34], [0.19, 1.19, 4.75], [0.96, 0.48, 3.62], [-0.56, 3.21, 4.73], [1.24, 3.12, 4.62], [-0.85, 0.86, 4.79], [0.65, 1.04, 5.73], [0.60, -0.52, 3.37], [2.03, 0.53, 3.82], [-0.83, 0.63, -1.13], [-1.68, 1.25, -0.56], [-2.10, 2.49, -0.95], [-2.86, 3.09, 0.09], [-2.89, 2.09, 1.28], [-2.48, 0.78, 0.62], [-3.88, 3.33, -0.23], [-2.41, 4.03, 0.39], [-3.85, 2.07, 1.78], [-2.13, 2.41, 2.00], [-3.37, 0.32, 0.16], [-1.96, 0.03, 1.21]],
  "e_tot_ev": -107713.27126,
  "spin_multiplicity": 2,
  "homo_energy_ev": [-1.7522, -1.6174],
  "max_force_ev_per_a": 1.6,
  "homo_lumo_gap_ev": [6.1, 6.0],
  "e_above_lowest_kcal_mol": 35.43,
  "total_charge": -2,
  "e_lumo_ev": [4.360, 4.359]
}

{
  "formula": "C12H18F12MnO9P2",
  "method": "the ωB97M-V functional and the def2-TZVPD basis",
  "species": ["Mn", "P", "F", "F", "F", "F", "F", "F", "P", "F", "F", "F", "F", "F", "F", "C", "C", "C", "O", "C", "O", "O", "H", "H", "H", "H", "H", "H", "C", "C", "C", "O", "C", "O", "O", "H", "H", "H", "H", "H", "H", "C", "C", "C", "O", "C", "O", "O", "H", "H", "H", "H", "H", "H"],
  "coordinates": [[0.85, -1.47, -1.04], [2.02, 1.46, -5.24], [2.54, 3.00, -5.70], [0.48, 1.60, -5.71], [2.46, 0.91, -6.73], [1.62, -0.09, -4.88], [3.46, 1.05, -4.79], [1.69, 1.74, -3.69], [0.90, -6.71, -1.23], [0.68, -5.62, -0.05], [-0.37, -5.69, -1.68], [1.86, -5.57, -1.79], [0.97, -7.48, -2.65], [2.17, -7.46, -0.51], [-0.22, -7.82, -0.55], [8.63, 3.39, 1.58], [7.78, 2.74, 2.61], [6.36, 3.22, 2.84], [5.69, 2.41, 1.87], [6.28, 1.28, 1.73], [5.79, 0.28, 1.19], [7.52, 1.35, 2.35], [8.25, 3.40, 0.56], [9.51, 2.75, 1.62], [8.86, 4.40, 1.90], [8.25, 2.63, 3.59], [6.11, 4.22, 2.48], [5.89, 3.09, 3.81], [-3.09, -0.22, 8.78], [-2.42, 0.82, 7.71], [-0.93, 1.18, 7.78], [-0.63, 1.16, 6.43], [-1.57, 0.63, 5.63], [-1.31, 0.38, 4.46], [-2.57, 0.15, 6.43], [-3.04, 0.13, 9.81], [-2.69, -1.23, 8.71], [-4.16, -0.27, 8.57], [-3.07, 1.66, 7.47], [-0.23, 0.46, 8.21], [-0.69, 2.19, 8.11], [-8.01, 0.79, -6.69], [-7.46, -0.47, -5.92], [-6.46, -1.25, -6.77], [-5.30, -1.31, -5.90], [-5.50, -0.56, -4.83], [-4.71, -0.37, -3.90], [-6.67, -0.01, -4.86], [-7.19, 1.42, -7.03], [-8.66, 1.47, -6.14], [-8.56, 0.40, -7.55], [-8.23, -1.22, -5.78], [-6.12, -0.70, -7.65], [-6.78, -2.27, -6.97]],
  "e_tot_ev": -113671.01310,
  "spin_multiplicity": 6,
  "homo_energy_ev": [-10.9028, -10.7997],
  "max_force_ev_per_a": 4.7,
  "homo_lumo_gap_ev": [2.7, 3.3],
  "e_above_lowest_kcal_mol": 263.57,
  "e_lumo_ev": [-8.210, -7.524]
}

{
  "formula": "C12H18F12MnO9P2",
  "method": "the ωB97M-V functional and the def2-TZVPD basis",
  "species": ["Mn", "P", "F", "F", "F", "F", "F", "F", "P", "F", "F", "F", "F", "F", "F", "C", "C", "C", "O", "C", "O", "O", "H", "H", "H", "H", "H", "H", "C", "C", "C", "O", "C", "O", "O", "H", "H", "H", "H", "H", "H", "C", "C", "C", "O", "C", "O", "O", "H", "H", "H", "H", "H", "H"],
  "coordinates": [[1.28, 1.43, 0.33], [0.32, 3.71, 1.76], [0.49, 2.17, 2.27], [0.14, 3.18, 0.22], [-1.32, 3.70, 1.84], [0.35, 5.31, 1.21], [0.46, 4.12, 3.35], [2.00, 3.77, 1.57], [3.96, 2.21, -0.57], [5.42, 1.81, -0.07], [3.33, 1.85, 0.85], [4.45, 3.75, -0.14], [2.49, 2.79, -0.88], [4.43, 2.58, -2.03], [3.54, 0.75, -0.94], [-0.81, -2.97, 3.83], [0.63, -2.36, 4.02], [1.74, -3.33, 3.52], [2.38, -2.57, 2.48], [1.85, -1.29, 2.41], [2.03, -0.43, 1.60], [0.69, -1.31, 3.09], [-0.93, -3.74, 4.59], [-0.87, -3.44, 2.85], [-1.42, -2.08, 3.94], [0.76, -2.04, 5.06], [1.34, -4.20, 3.01], [2.15, -3.70, 4.46], [-5.05, -0.02, -0.60], [-4.04, -0.13, 0.61], [-3.62, -1.58, 0.95], [-2.25, -1.40, 1.08], [-1.78, -0.16, 0.71], [-0.59, 0.24, 0.74], [-2.83, 0.57, 0.46], [-4.56, -0.27, -1.54], [-5.33, 1.00, -0.87], [-6.06, -0.38, -0.39], [-4.54, 0.34, 1.46], [-3.81, -2.28, 0.14], [-4.07, -1.98, 1.87], [1.37, -1.28, -5.42], [0.91, 0.08, -4.95], [-0.59, 0.03, -4.51], [-0.58, 0.39, -3.25], [0.65, 0.46, -2.76], [0.92, 0.63, -1.56], [1.63, 0.29, -3.76], [2.46, -1.33, -5.45], [1.19, -1.58, -6.46], [1.06, -2.04, -4.70], [0.98, 0.83, -5.73], [-1.17, -0.87, -4.69], [-1.16, 0.81, -5.01]],
  "e_tot_ev": -113682.44263,
  "spin_multiplicity": 6,
  "homo_energy_ev": [-11.0966, -11.1670],
  "max_force_ev_per_a": 6.0,
  "homo_lumo_gap_ev": [10.9, 11.0],
  "e_above_lowest_kcal_mol": 0.00,
  "e_lumo_ev": [-0.208, -0.208]
}